{"formula": "C36H29N5OsS5", "method": "ωB97M-V with the def2-TZVPD basis set", "species": ["Os", "C", "C", "C", "C", "C", "C", "N", "C", "C", "C", "C", "C", "C", "N", "N", "C", "C", "C", "C", "C", "N", "H", "H", "H", "H", "H", "H", "H", "H", "H", "H", "H", "H", "H", "N", "C", "C", "C", "C", "C", "C", "C", "C", "C", "H", "H", "H", "H", "C", "S", "C", "C", "S", "S", "C", "S", "S", "H", "H", "H", "C", "C", "C", "C", "C", "C", "H", "H", "H", "H", "H", "H", "H", "H", "H"], "xyz": [[-0.3932, -0.4000, -0.2818], [-2.9534, 4.4991, -0.3185], [-1.9571, 4.0630, 0.5464], [-1.7843, 2.7111, 0.7749], [-2.4819, 1.7555, 0.0213], [-3.5568, 2.2122, -0.7852], [-3.7781, 3.5570, -0.9771], [-2.2728, 0.3779, 0.0651], [-3.3151, -0.5295, 0.1312], [-4.6176, -0.3915, 0.6445], [-5.5000, -1.4582, 0.6008], [-5.1096, -2.7085, 0.0043], [-3.8468, -2.8946, -0.4778], [-2.9558, -1.7859, -0.4480], [-1.6729, -1.8780, -0.8759], [-1.3336, -2.9930, -1.5238], [-0.0186, -3.0534, -1.7056], [0.6122, -4.2117, -2.2965], [1.9790, -4.1382, -2.5042], [2.6789, -3.0246, -2.0078], [2.0332, -2.0180, -1.3514], [0.7241, -2.0058, -1.1589], [-3.1574, 5.5765, -0.3899], [-1.4307, 4.8506, 1.1023], [-1.0078, 2.3298, 1.4343], [-4.0965, 1.4540, -1.3496], [-4.6102, 3.8498, -1.5929], [-4.9914, 0.5848, 1.0123], [-6.5273, -1.4058, 0.9108], [-5.8947, -3.3985, -0.2477], [-3.4595, -3.8075, -0.9546], [-0.0485, -5.0663, -2.5248], [2.5038, -4.8734, -3.0710], [3.7502, -3.0060, -2.1995], [2.5098, -1.1506, -0.9897], [2.5787, -6.1258, 7.0524], [2.1488, -5.3979, 6.2589], [1.6330, -4.5500, 5.2570], [2.4861, -4.1256, 4.2262], [1.9934, -3.2883, 3.2676], [0.6712, -2.7996, 3.3107], [-0.1428, -3.1815, 4.3534], [0.3636, -4.0558, 5.3033], [0.2963, -1.8435, 2.3832], [0.0694, -1.1199, 1.4069], [3.5044, -4.5297, 4.1537], [2.6904, -3.0974, 2.4776], [-1.1236, -2.7947, 4.4320], [-0.3244, -4.3693, 6.1398], [-0.7029, 3.5755, -5.3888], [-0.7029, 1.7765, -5.6384], [0.7339, 1.3051, -4.7877], [0.7451, 0.8703, -3.4914], [-0.7238, 0.5553, -2.6155], [2.3509, 0.9920, -2.7557], [3.1135, 1.8479, -4.1114], [4.5535, 2.5556, -3.9189], [2.1747, 1.8328, -5.6154], [-1.5024, 3.9227, -6.1074], [0.2230, 3.9470, -5.7771], [-0.8589, 3.8682, -4.3351], [2.4378, 3.8538, 0.0677], [2.5414, 2.7469, 1.1258], [2.1976, 3.2382, 2.5523], [3.9145, 2.0096, 1.0479], [1.5618, 1.7661, 0.7743], [0.7111, 0.9489, 0.3762], [3.1319, 4.6825, 0.2319], [1.4680, 4.3350, 0.1093], [2.5585, 3.4341, -0.9495], [2.8748, 3.9825, 2.9755], [2.1930, 2.3987, 3.2989], [1.1936, 3.7388, 2.5924], [4.7785, 2.6752, 1.2265], [4.1546, 1.5611, 0.0649], [4.0152, 1.2365, 1.8097]], "atomic_forces_ev_per_a": [[-1.5, 0.0, -3.5], [-0.8, -0.1, -0.2], [-0.6, 0.7, 0.2], [1.0, -1.1, -0.4], [-1.9, 1.3, 0.2], [0.9, -0.6, -0.2], [0.6, 0.5, 0.7], [1.5, 0.3, 0.8], [0.0, -1.5, -0.8], [-0.5, 0.9, 0.2], [0.9, -1.3, -1.0], [-0.7, 1.6, 0.1], [1.1, 0.7, -0.6], [-1.4, -0.7, 1.0], [-0.4, -1.3, -0.5], [-0.2, 0.1, 0.1], [0.7, -0.2, 0.9], [-0.3, 1.0, 0.3], [-1.2, 0.6, 0.5], [0.8, -0.8, -0.8], [0.0, -0.2, 0.0], [-0.3, -0.4, -0.9], [0.1, -0.6, -0.2], [0.1, -0.7, -0.1], [-0.2, 0.3, 0.0], [-0.1, 0.3, 0.1], [0.0, 0.3, -0.2], [0.5, -0.7, -0.1], [-0.1, 0.4, 0.3], [-0.1, -0.5, 0.5], [-0.6, 0.5, 0.3], [0.6, 0.7, -0.1], [0.2, -0.6, -0.1], [-0.2, 0.4, 0.2], [0.9, 0.6, 0.4], [-0.4, 0.8, -0.8], [0.6, -1.5, 1.5], [1.0, 0.6, -0.6], [0.1, -0.8, 0.2], [0.3, -0.5, 0.0], [1.4, -0.1, 0.7], [0.9, -0.7, 0.4], [-2.5, -0.3, 1.5], [-0.8, 1.8, -2.7], [-0.4, -2.7, 3.0], [-0.5, 0.3, 0.1], [-0.2, 0.7, -0.6], [-0.8, 0.3, 0.1], [0.9, 0.3, -0.9], [-0.9, -0.1, -0.6], [-1.0, -0.3, -0.4], [-0.5, 0.1, 0.4], [0.4, 0.4, -0.6], [0.1, -0.2, 0.7], [-0.3, 0.3, -0.9], [-0.1, -0.3, -0.1], [0.5, 0.1, 0.0], [0.5, -0.3, 1.8], [0.6, -0.2, 1.1], [0.6, 0.4, 0.0], [-0.1, -0.1, -0.6], [0.2, 0.4, -0.3], [0.9, 0.2, 0.2], [-0.6, 0.0, 1.0], [1.0, 0.4, 0.0], [-1.7, -1.6, -0.7], [2.8, 2.8, 0.4], [0.4, -0.3, 0.0], [-0.5, -0.2, 0.0], [0.1, 0.3, 0.5], [0.4, 0.0, -0.4], [-0.1, 0.6, -0.8], [0.7, -0.6, -0.2], [-0.6, 0.2, 0.0], [-0.6, 0.2, 0.3], [-0.3, -0.1, 0.0]], "s_squared": 6.08, "multiplicity": 5, "energy_ha": -3744.3762, "homo_energy_ev": [-6.87, -7.37], "orbital_gap_ev": [6.68, 4.43], "lumo_ev": [-0.19, -2.94]}


{"formula": "C36H29N9OS4W", "method": "ωB97M-V with the def2-TZVPD basis set", "species": ["W", "C", "C", "N", "N", "C", "S", "S", "C", "C", "C", "C", "C", "C", "C", "C", "C", "C", "C", "C", "C", "O", "H", "H", "H", "H", "H", "H", "H", "H", "H", "H", "H", "H", "H", "H", "N", "C", "C", "N", "C", "C", "N", "C", "C", "N", "H", "H", "H", "H", "H", "H", "S", "C", "C", "C", "C", "N", "C", "C", "C", "S", "C", "N", "H", "H", "C", "C", "C", "C", "N", "C", "C", "H", "H", "H", "H", "H", "H", "H"], "xyz": [[-0.3936, -0.4709, -0.4871], [-0.9718, 1.3501, -3.1888], [-0.4945, 0.0641, -2.5641], [0.7697, 0.1269, -1.9132], [1.8605, 0.3311, -2.5592], [3.0162, -0.3050, -2.2493], [3.2141, -1.9041, -1.8828], [4.4594, 0.6613, -2.4845], [3.7825, 2.3435, -2.4930], [3.3141, 2.7986, -1.1375], [1.9772, 3.1164, -0.9215], [1.5353, 3.5131, 0.3343], [2.4303, 3.6035, 1.3897], [3.7721, 3.3090, 1.1772], [4.2084, 2.9034, -0.0749], [-0.5676, -1.2012, -3.3659], [-0.6568, -1.2790, -4.7513], [-0.6386, -2.5127, -5.3848], [-0.5127, -3.6760, -4.6324], [-0.4257, -3.6207, -3.2513], [-0.4644, -2.3828, -2.6220], [-0.4442, -2.2869, -1.2720], [-0.4206, 1.5341, -4.1163], [-0.8067, 2.1971, -2.5261], [-2.0340, 1.3221, -3.4329], [2.9793, 2.4009, -3.2246], [4.6125, 2.9566, -2.8511], [1.2743, 3.0307, -1.7428], [0.4872, 3.7263, 0.4974], [2.0789, 3.8889, 2.3724], [4.4798, 3.3904, 1.9933], [5.2518, 2.6520, -0.2295], [-0.7368, -0.3721, -5.3378], [-0.7118, -2.5696, -6.4626], [-0.4834, -4.6371, -5.1299], [-0.3294, -4.5165, -2.6522], [-2.9111, -1.8948, 2.6747], [-1.8113, -1.8129, 3.5019], [-0.7702, -1.4252, 2.7198], [-1.2210, -1.2713, 1.4270], [-2.5123, -1.5580, 1.4425], [-3.2378, -1.3343, 0.2176], [-2.5570, -0.8200, -0.7927], [-3.4334, -0.7215, -1.8428], [-4.6599, -1.1469, -1.4322], [-4.5172, -1.5389, -0.1238], [-3.8615, -2.0616, 2.9671], [-1.8779, -2.0064, 4.5570], [0.2389, -1.1865, 3.0032], [-3.1351, -0.3427, -2.8010], [-5.6071, -1.1858, -1.9380], [-5.2714, -1.7808, 0.5042], [-0.9597, 1.7297, 0.1088], [-2.0127, 1.6759, 1.5412], [-3.3581, 1.4279, 1.3609], [-4.1975, 1.1532, 2.4439], [-5.4199, 0.4688, 2.1890], [-6.3150, -0.2018, 1.9017], [-3.6605, 1.2662, 3.7420], [-2.3444, 1.6240, 3.9254], [-1.4355, 1.7715, 2.8430], [0.2306, 1.9538, 3.1220], [-4.4635, 0.9034, 4.8784], [-5.1016, 0.5571, 5.7698], [-3.7582, 1.3633, 0.3554], [-1.9504, 1.7126, 4.9288], [5.0891, -1.3321, 2.7398], [3.8204, -1.1300, 1.9694], [3.4268, 0.1346, 1.5576], [2.2464, 0.2996, 0.8645], [1.4646, -0.7464, 0.5538], [1.8338, -1.9793, 0.9396], [2.9880, -2.2019, 1.6492], [5.8732, -0.6690, 2.3770], [5.4375, -2.3610, 2.6699], [4.9224, -1.1009, 3.7941], [4.0272, 1.0088, 1.7688], [1.9077, 1.2775, 0.5507], [1.1890, -2.7896, 0.6253], [3.2547, -3.2138, 1.9221]], "atomic_forces_ev_per_a": [[0.2, 0.8, -0.6], [0.0, 0.0, -0.1], [-0.1, -0.1, 0.1], [-0.3, -0.7, -0.3], [0.0, 0.2, 0.2], [0.2, 0.1, 0.2], [-0.1, 0.0, -0.1], [0.0, -0.1, -0.1], [0.1, 0.1, 0.0], [0.0, 0.1, 0.0], [0.0, 0.2, 0.0], [0.2, 0.4, -0.1], [0.2, 0.2, 0.0], [-0.1, 0.2, -0.1], [0.0, 0.1, -0.1], [0.0, 0.0, 0.0], [0.0, 0.0, 0.0], [0.0, 0.0, 0.0], [0.0, 0.0, 0.0], [0.0, 0.0, 0.0], [0.0, 0.0, 0.1], [0.0, -0.2, 0.1], [0.0, 0.0, 0.0], [0.0, 0.0, 0.0], [0.0, 0.0, 0.0], [0.0, 0.0, 0.0], [0.0, 0.0, 0.0], [0.0, 0.0, 0.0], [0.3, 0.1, 0.0], [0.0, 0.0, -0.1], [0.0, 0.0, 0.0], [0.0, 0.0, 0.0], [0.0, 0.0, 0.0], [0.0, 0.0, 0.0], [0.0, 0.0, 0.0], [0.0, 0.0, 0.0], [0.0, 0.0, 0.0], [0.0, 0.0, 0.0], [0.0, 0.0, 0.0], [0.1, -0.2, 0.1], [0.0, 0.2, -0.1], [0.0, 0.0, 0.1], [-0.2, -0.1, -0.1], [0.0, 0.1, 0.1], [0.0, 0.1, 0.0], [0.0, -0.1, 0.0], [0.0, 0.0, 0.0], [0.0, 0.0, 0.0], [0.0, 0.0, 0.0], [0.0, 0.0, 0.0], [0.0, 0.0, 0.0], [0.0, 0.1, 0.0], [-0.2, -0.3, 0.2], [-0.1, -0.1, -0.1], [0.0, 0.0, 0.0], [0.0, -0.1, 0.0], [0.0, 0.1, 0.0], [0.0, 0.0, 0.1], [0.0, 0.0, 0.0], [0.0, 0.0, 0.0], [-0.1, 0.0, 0.0], [-0.2, -0.1, 0.1], [0.0, 0.0, 0.0], [0.0, 0.0, 0.0], [0.0, 0.0, 0.0], [0.0, 0.0, 0.0], [0.0, 0.0, 0.0], [0.0, 0.0, 0.0], [0.1, -0.1, 0.1], [0.0, -0.1, 0.0], [0.0, 0.0, 0.3], [0.0, 0.0, -0.1], [0.0, 0.0, 0.0], [0.0, 0.0, 0.0], [0.0, 0.0, 0.0], [0.0, 0.0, 0.0], [-0.1, -0.2, 0.0], [0.0, -0.2, 0.1], [0.0, 0.0, 0.0], [0.0, 0.0, 0.0]], "energy_ha": -3617.1944, "homo_energy_ev": [-7.16, -7.16], "orbital_gap_ev": [5.92, 5.92], "lumo_ev": [-1.24, -1.23]}